{"formula": "C23H29ClN2O4", "method": "ωB97M-V/def2-TZVPD", "symbols": ["C", "C", "C", "N", "C", "C", "C", "O", "N", "C", "C", "C", "C", "C", "C", "C", "C", "Cl", "C", "C", "C", "O", "O", "C", "C", "C", "C", "C", "C", "O", "H", "H", "H", "H", "H", "H", "H", "H", "H", "H", "H", "H", "H", "H", "H", "H", "H", "H", "H", "H", "H", "H", "H", "H", "H", "H", "H", "H", "H"], "xyz": [[-2.312752, -3.690820, 1.751276], [-3.026195, -3.194700, 0.759413], [-4.213766, -2.296200, 0.937772], [-4.050616, -1.060208, 0.211147], [-2.993713, -0.143340, 0.554927], [-3.158362, 1.036447, -0.427348], [-1.830076, 1.428197, -1.076820], [-1.564325, 1.107821, -2.221576], [-0.978156, 2.181478, -0.345881], [-1.055229, 2.491292, 1.059459], [-0.064060, 1.619933, 1.851145], [1.146517, 1.246084, 0.979070], [2.354142, 0.922023, 1.895208], [3.492676, 0.281157, 1.154777], [4.499004, 1.047719, 0.581078], [5.521660, 0.457676, -0.139962], [5.541016, -0.918963, -0.287780], [6.809989, -1.665766, -1.194719], [4.557205, -1.705330, 0.290361], [3.543068, -1.100787, 1.009060], [0.828122, -0.037326, 0.206750], [0.100344, -0.900381, 0.635969], [1.482197, -0.103713, -0.938588], [1.310516, -1.263269, -1.761488], [0.893188, -0.837135, -3.158471], [1.451812, 2.397321, 0.019349], [0.276571, 2.610728, -0.943388], [-4.150115, 0.524685, -1.476395], [-4.730562, -0.757563, -0.913763], [-5.643099, -1.407274, -1.374417], [-1.467087, -4.333929, 1.580449], [-2.551714, -3.480599, 2.781423], [-2.773782, -3.409235, -0.270133], [-5.109453, -2.771853, 0.523457], [-4.376166, -2.079649, 1.999998], [-3.105219, 0.169548, 1.600269], [-2.018337, -0.632060, 0.450611], [-3.575955, 1.907332, 0.083280], [-0.794711, 3.549711, 1.173875], [-2.064727, 2.352418, 1.439373], [-0.545811, 0.696471, 2.175589], [0.265693, 2.163988, 2.736951], [2.687151, 1.851764, 2.361161], [2.006167, 0.245692, 2.678765], [4.492469, 2.120921, 0.703556], [6.298313, 1.059741, -0.584664], [4.587883, -2.778032, 0.179229], [2.774913, -1.713493, 1.458365], [2.275076, -1.781628, -1.774670], [0.555769, -1.909163, -1.302622], [-0.039191, -0.278454, -3.116157], [1.660568, -0.209058, -3.603851], [0.752030, -1.717376, -3.778621], [2.350646, 2.180694, -0.555269], [1.630396, 3.297524, 0.611487], [0.197319, 3.670495, -1.214660], [0.412840, 2.032458, -1.857927], [-4.938439, 1.237984, -1.710198], [-3.623654, 0.287978, -2.405245]], "forces_ev_per_angstrom": [[0.07, -0.08, 0.04], [-0.15, 0.12, 0.02], [-0.21, -0.12, -0.07], [0.18, -0.04, 0.37], [0.30, -0.06, 0.18], [-0.08, -0.04, -0.26], [-0.45, 0.11, 0.16], [-0.04, -0.15, -0.26], [0.32, 0.12, -0.03], [-0.08, -0.06, 0.38], [-0.06, -0.02, -0.16], [0.00, 0.06, 0.12], [-0.09, -0.09, -0.21], [0.18, 0.02, 0.21], [-0.04, -0.12, 0.06], [0.06, -0.08, -0.08], [-0.17, 0.10, 0.10], [0.15, -0.09, -0.10], [0.08, -0.01, -0.06], [0.11, 0.09, 0.04], [-0.21, 0.17, 0.39], [0.13, -0.20, 0.01], [0.11, 0.30, -0.29], [-0.21, -0.57, -0.36], [0.08, 0.11, 0.40], [-0.12, -0.14, -0.01], [0.22, 0.12, -0.41], [0.03, 0.02, -0.13], [-0.17, 0.37, -0.14], [-0.21, -0.19, -0.25], [0.16, -0.13, -0.09], [-0.09, 0.11, 0.20], [0.09, -0.08, -0.15], [0.06, 0.08, 0.12], [-0.02, -0.06, -0.06], [0.09, 0.02, -0.04], [-0.14, 0.14, 0.10], [0.05, -0.10, 0.01], [-0.11, -0.05, 0.03], [0.00, 0.08, -0.03], [0.03, 0.05, 0.07], [0.06, 0.01, 0.04], [-0.07, 0.01, 0.05], [0.00, 0.05, 0.06], [-0.01, 0.13, 0.02], [0.09, 0.03, -0.05], [0.03, -0.10, -0.02], [-0.10, -0.08, 0.06], [-0.12, 0.06, 0.07], [0.20, 0.09, -0.08], [-0.01, -0.02, -0.04], [0.08, 0.05, -0.12], [0.03, -0.12, -0.09], [0.01, 0.11, 0.00], [0.07, 0.01, 0.06], [0.03, -0.07, -0.03], [0.00, 0.15, 0.15], [-0.03, -0.06, 0.01], [-0.09, 0.01, 0.08]], "nbo_charge": [-0.3814, -0.1825, -0.2602, -0.4267, -0.2181, -0.3125, 0.7095, -0.6474, -0.4474, -0.2157, -0.4052, -0.1356, -0.3976, -0.0353, -0.1521, -0.2415, -0.0461, 0.0063, -0.2190, -0.2066, 0.8439, -0.6391, -0.5248, -0.0792, -0.6399, -0.4181, -0.2208, -0.5035, 0.6885, -0.6266, 0.2010, 0.1870, 0.2029, 0.2495, 0.1918, 0.1869, 0.2385, 0.2204, 0.1956, 0.2183, 0.2377, 0.2114, 0.2183, 0.2253, 0.2066, 0.2279, 0.2284, 0.2246, 0.1881, 0.2089, 0.2502, 0.2064, 0.2155, 0.2415, 0.2031, 0.1950, 0.2506, 0.2345, 0.2689], "molar_mass_g_mol": 432.9, "relative_energy_kcal_mol": 0.0, "spin_multiplicity": 1, "e_lumo_ha": 0.018, "largest_force_ev_per_a": 0.708, "e_tot_ev": -48015.807}

{"formula": "C23H29F2OSi", "method": "ωB97M-V/def2-TZVPD", "symbols": ["C", "C", "C", "C", "C", "O", "Si", "C", "C", "C", "H", "H", "H", "H", "H", "H", "H", "H", "H", "H", "H", "H", "H", "H", "H", "H", "H", "H", "F", "C", "C", "C", "C", "C", "C", "C", "C", "C", "C", "C", "F", "C", "C", "C", "C", "H", "H", "H", "H", "H", "H", "H", "H", "H", "H", "H"], "xyz": [[1.153368, 3.723176, -0.711817], [0.456186, 2.342826, -0.748383], [-1.054964, 2.453810, -0.393730], [-2.021386, 1.331647, -0.924187], [-3.414676, 2.061378, -1.014058], [-1.591556, 3.356035, 0.166116], [0.382515, 3.305092, 4.494000], [0.246761, 4.924904, 3.337903], [-1.458917, 2.623215, 4.295414], [1.414611, 2.070771, 3.284171], [2.110427, 3.709794, -1.275121], [0.492991, 4.489313, -1.159327], [1.365785, 3.959487, 0.346840], [0.600943, 1.913362, -1.740437], [1.029287, 1.657357, -0.124774], [-1.733950, 1.058219, -1.961087], [-4.172485, 1.470078, -1.539783], [-3.783495, 2.310041, -0.015703], [-3.284570, 3.044481, -1.491727], [0.461635, 5.638328, 4.123763], [0.957236, 5.177904, 2.537336], [-0.675469, 5.302597, 2.856713], [-1.590770, 2.150378, 5.269831], [-2.311132, 3.323350, 4.238697], [-1.858372, 1.856471, 3.589390], [1.296059, 1.007108, 3.479600], [1.468531, 2.029349, 2.164358], [2.439422, 2.252436, 3.562298], [1.914833, -2.171360, -1.648018], [1.178603, -1.715749, -0.589740], [1.629916, -1.991216, 0.701250], [0.839078, -1.570654, 1.788464], [-0.356766, -0.826109, 1.551413], [-0.733153, -0.556971, 0.226891], [-2.065403, 0.198946, -0.052945], [-3.037755, -0.850341, -0.624000], [-4.329858, -0.981364, -0.288703], [-5.162321, -2.021519, -0.833562], [-4.580829, -3.102774, -1.563058], [-5.449998, -4.050384, -2.132911], [-4.896756, -5.069442, -2.868222], [-6.825933, -4.006721, -1.986118], [-7.392981, -2.957689, -1.222241], [-6.550740, -1.977174, -0.654054], [-0.005625, -1.011289, -0.829718], [2.587141, -2.510721, 0.848621], [1.112799, -1.821153, 2.799715], [-0.951715, -0.511353, 2.389649], [-2.480061, 0.481122, 0.911661], [-2.600307, -1.416248, -1.472966], [-4.797378, -0.276010, 0.406580], [-3.518730, -3.189644, -1.688481], [-7.457055, -4.761781, -2.440849], [-8.457783, -2.897202, -1.076321], [-6.976487, -1.152316, -0.086068], [-0.338046, -0.866121, -1.857875]], "forces_ev_per_angstrom": [[-0.06, -0.16, 0.07], [0.15, 1.16, -0.13], [0.27, -2.42, -1.63], [-0.21, 3.82, -2.12], [0.36, -0.09, -0.19], [0.88, 1.59, 1.27], [-3.33, -1.09, -9.26], [0.90, 1.04, 1.58], [-0.74, 0.06, 2.45], [1.50, -0.81, 1.75], [-0.59, -0.05, 0.42], [0.43, -0.26, 0.38], [-0.07, 0.31, -0.54], [-0.55, -0.06, -0.11], [-0.42, -0.23, 0.39], [0.10, 0.03, 0.50], [0.32, 0.13, 0.07], [0.02, -0.28, -0.03], [-0.11, -0.52, -0.13], [0.04, 1.31, -0.05], [0.73, -1.05, 0.63], [-0.53, -1.26, 0.98], [-0.68, -0.44, 0.24], [0.99, 0.66, 0.34], [1.88, 0.07, -0.16], [-0.43, -0.04, 0.74], [-1.20, 1.56, 0.62], [0.80, -0.04, -0.01], [-0.62, 0.46, 0.81], [0.14, -0.16, -0.04], [-0.09, 0.17, 0.22], [-0.95, 0.74, -1.21], [1.77, -0.98, -0.61], [-1.61, 1.09, 1.20], [-0.39, -3.94, 1.67], [0.16, 0.52, -0.26], [1.41, 0.53, 0.23], [-0.52, -1.62, -0.99], [-1.96, 0.07, 0.06], [1.04, 0.25, 0.08], [-0.44, 0.75, 0.58], [-0.54, 0.82, 0.63], [1.59, -0.08, -0.22], [-0.32, -0.63, -0.49], [1.41, -0.90, -0.98], [-0.61, 0.16, -0.11], [0.18, -0.04, 0.13], [-0.28, 0.10, 0.11], [0.02, 0.26, 0.28], [-0.42, 0.16, 0.77], [0.25, -0.31, -0.01], [0.16, -0.18, -0.06], [0.16, 0.03, 0.03], [-0.15, -0.06, -0.04], [0.01, -0.17, -0.08], [0.17, 0.02, 0.22]], "nbo_charge": [-0.6018, -0.5273, 0.6381, -0.3156, -0.6012, -0.5569, 1.7963, -1.0975, -1.1255, -1.0620, 0.2257, 0.2257, 0.1847, 0.2360, 0.2284, 0.2203, 0.2241, 0.2087, 0.2244, 0.2349, 0.2834, 0.3056, 0.2421, 0.2774, 0.3141, 0.2596, 0.3182, 0.2406, -0.3182, 0.4279, -0.2959, -0.1896, -0.2746, 0.1172, -0.3004, -0.1423, -0.2002, -0.0569, -0.2618, 0.4106, -0.3292, -0.2826, -0.1725, -0.2157, -0.3348, 0.2452, 0.2184, 0.2066, 0.2048, 0.1967, 0.2087, 0.2241, 0.2396, 0.2239, 0.2126, 0.2380], "molar_mass_g_mol": 387.6, "relative_energy_kcal_mol": 161.3, "spin_multiplicity": 1, "e_lumo_ha": -0.313, "largest_force_ev_per_a": 9.900, "charge": 1, "e_tot_ev": -39669.270}